(1)
11
Properties=species:S:1:pos:R:3 method="wB97M-V/def2-TZVPD" de_lowest_kj_mol=31.3 e_homo_ev="-5.012 / -9.214" spin_multiplicity=2 total_charge=0 s_squared=0.751 orbital_gap_ev="3.554 / 7.749"
Ag 1.551 -3.341 0.154
F 1.120 2.034 0.480
O 1.022 -0.047 -0.241
O 0.458 -2.006 -1.182
O -0.690 -0.182 -1.767
C -0.611 0.729 1.319
C 0.463 0.874 0.543
C 0.209 -0.803 -1.197
Li -1.494 1.441 -1.441
H -0.929 1.547 1.964
H -1.097 -0.245 1.368

=====

(2)
42
Properties=species:S:1:pos:R:3 method="wB97M-V/def2-TZVPD" de_lowest_kj_mol=0.0 e_homo_ev=-8.872 total_charge=0 orbital_gap_ev=9.165 smiles=CC(C)CCNCN.O.O.O.O.O.O
O -2.764 3.263 -0.908
O 0.799 1.530 -1.669
O -0.436 2.743 0.495
O 2.089 -3.458 -0.041
O -1.743 1.708 -2.923
O 0.778 2.684 -4.248
N 0.580 -1.295 -1.921
N -1.008 -1.884 -0.173
C 0.760 -0.906 2.323
C -1.140 -0.657 0.625
C -0.756 -0.901 2.074
C 1.326 0.507 2.370
C -0.809 -1.665 -1.582
C 1.080 -1.653 3.617
H 0.732 -2.687 3.576
H 2.885 -3.166 0.409
H 0.951 2.266 -3.381
H -3.598 2.842 -0.686
H -2.404 2.772 -1.689
H 0.520 1.988 -0.849
H 1.253 3.522 -4.228
H -1.200 -1.841 2.414
H 1.232 -1.432 1.488
H -1.086 -2.587 -2.103
H 1.207 1.036 1.422
H -0.536 0.152 0.206
H 0.603 -1.163 4.469
H -2.185 -0.340 0.561
H 0.792 -1.360 -2.912
H -0.284 -2.482 0.208
H 1.789 -4.217 0.472
H -1.256 3.034 0.036
H 0.843 1.099 3.153
H 2.156 -1.672 3.808
H 2.397 0.502 2.583
H 1.241 -1.901 -1.432
H -0.676 2.392 1.360
H -1.471 -0.863 -1.902
H 0.879 0.554 -1.550
H -1.191 -0.131 2.722
H -1.453 2.176 -3.719
H -0.893 1.494 -2.477

=====

(3)
83
Properties=species:S:1:pos:R:3 method="wB97M-V/def2-TZVPD" de_lowest_kj_mol=0.0 e_homo_ev="-3.686 / -3.690" spin_multiplicity=2 total_charge=-1 s_squared=0.907 orbital_gap_ev="5.748 / 5.719"
Te 2.499 2.506 0.918
Ru 0.876 0.192 0.483
Cl 2.350 -2.912 -0.472
Cl 0.700 1.902 -2.213
Cl 2.470 1.593 -4.750
Cl 4.288 -0.927 -5.081
Cl 4.190 -3.175 -2.927
N -0.244 -1.994 3.262
N -2.409 -1.801 3.655
N -2.206 1.085 3.481
N 2.315 -1.301 2.730
N -0.547 0.868 2.059
N 2.518 -0.621 1.598
C 2.559 3.883 -0.705
C 1.610 4.901 -0.848
C -3.979 -5.003 -2.605
C 2.931 6.814 -3.871
C 3.611 3.806 -1.635
C -4.046 -0.728 1.060
C 1.781 0.544 -2.338
C -0.760 -3.230 3.565
C -1.258 0.253 2.975
C -4.668 -3.040 1.197
C 3.829 -0.602 1.400
C -1.039 2.151 1.979
C -5.099 -0.396 1.899
C -2.097 -3.135 3.785
C -1.583 -4.238 -1.446
C 3.311 -0.736 -3.667
C -0.520 -0.930 0.031
C -1.256 -1.166 3.297
C 0.406 4.999 0.051
C -3.946 -3.938 -1.718
C 3.471 -1.736 3.251
C -5.935 -1.385 2.412
C 3.709 4.756 -2.645
C 2.516 0.395 -3.507
C 1.742 5.838 -1.872
C 2.508 -1.540 -1.541
C 2.788 5.789 -2.778
C 3.277 -1.725 -2.691
C 1.817 -0.351 -1.263
C -2.063 2.303 2.861
C -3.810 -2.058 0.684
C -2.676 -2.386 -0.195
C 4.638 2.706 -1.592
C 4.483 -1.299 2.422
C -2.749 -3.539 -1.116
C -2.816 -5.694 -2.915
C -1.617 -5.300 -2.333
C -1.549 -1.646 -0.108
C -5.706 -2.710 2.057
H 5.247 2.773 -0.688
H -2.842 -6.527 -3.606
H -0.646 -3.921 -1.003
H 0.668 4.776 1.085
H -0.133 -4.105 3.600
H 4.525 4.679 -3.358
H 4.157 1.726 -1.568
H -0.353 4.272 -0.260
H -4.858 -3.393 -1.503
H -6.346 -3.493 2.446
H -3.327 -1.475 3.370
H -6.760 -1.125 3.063
H 4.231 -0.087 0.545
H -3.393 0.041 0.662
H -0.619 2.855 1.281
H -2.778 0.891 4.284
H 3.847 7.397 -3.750
H 1.343 -1.508 3.015
H 2.976 6.340 -4.854
H 2.090 7.508 -3.870
H -0.699 -5.823 -2.575
H 5.541 -1.454 2.538
H -4.500 -4.077 0.934
H 0.996 6.623 -1.964
H -0.043 5.993 -0.008
H -5.279 0.644 2.140
H -2.842 -3.869 4.036
H 5.289 2.758 -2.466
H -4.918 -5.286 -3.067
H 3.490 -2.317 4.157
H -2.683 3.148 3.102

=====

(4)
14
Properties=species:S:1:pos:R:3 method="wB97M-V/def2-TZVPD" e_homo_ev="-4.845 / -8.042" spin_multiplicity=3 total_charge=0 s_squared=2.013 orbital_gap_ev="5.250 / 3.959"
S -3.242 0.938 0.407
S 2.816 -0.749 -0.843
S -1.496 1.439 -1.947
S 2.682 -2.404 1.450
O 0.337 0.909 0.461
C -0.519 0.115 0.304
C -1.829 0.343 -0.530
C 2.569 -0.883 0.777
H -2.292 -0.546 -0.925
H 3.071 -3.041 0.382
H -0.583 -0.664 1.101
H -1.456 2.621 -1.247
H -2.546 1.333 1.441
H 2.488 0.589 -0.830

=====

(5)
10
Properties=species:S:1:pos:R:3 method="wB97M-V/def2-TZVPD" de_lowest_kj_mol=132.2 e_homo_ev="-9.204 / -9.661" spin_multiplicity=6 total_charge=0 s_squared=8.776 orbital_gap_ev="7.844 / 6.238"
Fe 0.594 0.927 0.636
S -1.718 1.507 0.919
S -0.939 0.861 -1.726
F 1.323 -2.051 -0.300
F -0.051 -2.200 1.350
F 1.945 -1.472 1.658
O 0.568 0.632 -1.262
N -2.115 0.806 -0.664
C 0.878 -1.359 0.802
H -0.485 2.349 -1.413

=====

(6)
7
Properties=species:S:1:pos:R:3 method="wB97M-V/def2-TZVPD" de_lowest_kj_mol=0.0 e_homo_ev=-3.996 total_charge=-1 orbital_gap_ev=7.242 smiles="O=C([S-])C(=O)S"
S -0.513 0.744 -0.424
S 2.900 1.775 -1.631
O 1.650 -0.068 0.944
O 2.432 2.880 0.761
C 1.287 0.858 0.297
C 2.286 2.020 -0.084
H -1.178 1.473 0.503

=====

(7)
118
Properties=species:S:1:pos:R:3 method="wB97M-V/def2-TZVPD" de_lowest_kj_mol=0.0 e_homo_ev="-6.353 / -6.384" spin_multiplicity=5 total_charge=0 s_squared=6.019 orbital_gap_ev="5.563 / 5.590"
Fe 0.962 0.417 -0.297
S 1.554 -1.645 0.902
S 0.302 1.439 1.861
S -1.389 -1.087 -0.338
F 7.336 2.557 -0.638
F 7.779 1.530 1.862
F 3.854 0.063 -3.145
F 3.186 0.655 2.268
F 5.580 -1.930 -3.650
F 2.340 -5.091 -2.373
F 4.855 -4.518 -3.247
F 0.582 -3.122 -1.928
F 4.943 2.577 -1.720
F 5.638 0.548 3.260
N -2.845 -1.926 1.404
N 2.619 1.643 -0.237
N -0.147 1.851 -1.627
N -0.569 -1.436 2.549
N 1.286 -0.416 -2.108
N -3.496 0.509 2.318
N -3.782 -2.468 2.176
N -2.170 0.497 2.075
N -1.202 -1.485 3.750
C 6.545 1.552 1.334
C -3.231 2.711 3.133
C -1.950 -0.563 6.322
C -5.740 -3.920 2.360
C 5.036 2.104 -0.456
C 2.717 -3.816 -2.542
C -0.536 -2.390 7.272
C -1.040 3.903 3.135
C 3.895 1.627 0.218
C -2.562 -2.948 5.911
C 0.711 -1.840 2.328
C 4.354 -2.212 -3.196
C -5.633 0.829 4.546
C 2.169 -1.437 -2.435
C 3.452 -1.196 -2.927
C -1.395 -1.971 6.080
C -1.329 1.537 2.255
C 4.194 1.098 1.487
C -4.450 -3.618 0.186
C -5.575 -5.445 2.366
C 2.779 -2.934 3.326
C 3.989 -3.530 -2.995
C -7.062 -3.541 1.673
C -5.768 -3.410 3.796
C 5.461 1.054 2.028
C -6.241 0.623 2.127
C -3.251 -3.324 -2.037
C -1.913 2.725 2.848
C -0.594 -1.972 4.779
C 1.835 -2.784 -2.287
C 0.004 1.425 -3.048
C -6.160 2.875 3.192
C -1.504 2.324 -1.367
C -5.517 1.485 3.163
C -4.598 -3.298 1.571
C 0.805 2.952 -1.284
C -4.031 1.569 2.832
C -2.697 -2.109 0.104
C 0.725 -2.492 4.653
C 0.374 -0.056 -3.174
C 2.286 2.572 -1.325
C -3.501 -3.043 -0.592
C 1.375 -2.441 3.472
C 6.311 2.082 0.083
B -1.655 -0.878 1.609
H -1.607 2.574 -0.309
H -6.398 -5.902 2.920
H -0.186 -3.420 7.182
H -5.890 -2.326 3.832
H -5.761 -0.350 2.022
H -7.154 -3.988 0.681
H 0.557 3.287 -0.275
H -3.159 -2.659 5.046
H -5.155 1.442 5.314
H -1.141 0.158 6.464
H -4.853 -3.659 4.330
H -0.943 1.607 -3.563
H -3.685 3.578 3.594
H -2.202 -3.969 5.756
H -3.916 -4.101 -2.408
H -5.116 -4.353 -0.250
H -5.957 3.430 2.274
H -1.131 -2.325 8.184
H -6.244 1.106 1.148
H -0.435 4.153 2.263
H 2.534 2.157 -2.308
H 3.446 -2.097 3.110
H 0.762 2.049 -3.522
H 2.818 3.525 -1.237
H 0.332 -1.739 7.395
H -6.682 0.701 4.820
H -0.334 3.668 3.934
H -7.901 -3.895 2.275
H -3.194 -2.940 6.802
H 3.102 -3.429 4.240
H -6.610 -3.871 4.315
H -1.640 4.762 3.428
H -2.215 -3.636 -2.185
H -0.560 -0.654 -3.151
H -1.732 3.219 -1.961
H 1.223 -2.917 5.513
H -2.572 -0.562 7.220
H -2.555 -0.235 5.476
H -4.639 -5.734 2.848
H -3.395 -2.420 -2.632
H -7.153 -2.458 1.569
H -5.149 -0.149 4.545
H -5.582 -5.865 1.359
H -5.818 3.472 4.039
H -7.277 0.474 2.440
H 2.865 -3.620 2.483
H -7.242 2.771 3.287
H 0.808 -0.217 -4.168
H 0.654 3.797 -1.970
H -2.225 1.544 -1.611

=====

(8)
10
Properties=species:S:1:pos:R:3 method="wB97M-V/def2-TZVPD" de_lowest_kj_mol=360.4 e_homo_ev=-8.713 total_charge=0 orbital_gap_ev=9.786 smiles="C1=CONC1"
O -0.235 -0.788 -1.269
N -1.217 0.014 -0.535
C 1.018 -0.018 0.490
C 0.929 -0.841 -0.538
C -0.602 0.884 0.412
H -0.972 0.966 1.448
H -1.814 -0.671 -0.114
H 1.790 0.160 1.193
H 1.456 -1.618 -1.060
H -0.353 1.911 -0.026

=====

(9)
21
Properties=species:S:1:pos:R:3 method="wB97M-V/def2-TZVPD" de_lowest_kj_mol=0.0 e_homo_ev="-7.270 / -9.186" spin_multiplicity=3 total_charge=0 s_squared=2.015 orbital_gap_ev="6.851 / 7.833"
S -1.710 2.221 -0.418
O -2.124 -0.786 1.579
O -1.948 -0.918 -0.835
C 1.491 0.708 -1.287
C 1.215 1.135 1.021
C 2.663 -0.634 0.269
C -0.103 2.343 -0.592
C 0.942 1.448 -0.261
C 2.113 0.125 1.361
C 2.360 -0.312 -0.997
C -3.741 0.514 0.233
B -2.504 -0.342 0.302
H -4.188 0.766 -0.839
H 2.202 -0.288 2.372
H -1.319 -1.321 1.671
H 0.725 1.827 1.828
H 2.823 -0.719 -1.856
H 1.168 0.872 -2.282
H -4.234 0.865 1.106
H 3.171 -1.458 0.545
H -1.348 -1.667 -0.682

=====

(10)
57
Properties=species:S:1:pos:R:3 method="wB97M-V/def2-TZVPD" de_lowest_kj_mol=92.1 e_homo_ev=-8.273 total_charge=0 orbital_gap_ev=8.824 smiles="COc1ccc(CCN2C[C@@H](C(=O)N3CCN(C(C)=O)CC3)CCC2=O)cc1"
O 6.050 1.213 -1.196
O -1.959 -3.909 -0.003
O 0.386 -1.344 1.352
O -3.180 3.702 0.597
N 4.554 0.153 0.097
N -2.101 2.046 -0.465
N 1.764 -0.261 -0.034
C 6.597 -1.025 -0.555
C -0.376 0.806 0.737
C -2.239 2.931 0.549
C -3.529 -0.630 0.555
C -0.991 1.129 -0.623
C 5.722 0.209 -0.596
C -3.824 -0.270 -0.751
C -3.137 2.014 -1.482
C -2.597 -2.721 -0.171
C 2.678 -1.389 -0.011
C -2.945 -2.391 -1.483
C 0.056 2.115 1.396
C -4.315 1.111 -1.072
C -1.415 -4.193 1.268
C -3.544 -1.182 -1.765
C 2.358 0.883 -0.685
C 3.967 -1.004 0.728
C 3.646 1.279 0.049
C -1.209 2.919 1.670
C 0.637 -0.334 0.712
C -2.921 -1.837 0.853
H -2.688 -2.072 1.879
H -5.032 1.089 -1.895
H 2.181 -2.218 0.494
H 0.719 2.691 0.751
H 7.513 -0.801 -1.094
H 2.911 -1.671 -1.043
H 6.844 -1.291 0.470
H 4.657 -1.844 0.731
H 0.583 1.921 2.333
H 3.717 -0.752 1.766
H -0.852 -5.117 1.146
H -2.716 -3.097 -2.267
H 6.104 -1.866 -1.038
H 2.607 0.603 -1.716
H -4.796 1.556 -0.200
H 3.405 1.591 1.071
H 1.677 1.727 -0.709
H -3.769 0.053 1.358
H -2.201 -4.348 2.014
H -1.186 0.393 1.351
H -0.746 -3.392 1.594
H -1.362 0.210 -1.083
H -0.255 1.574 -1.306
H -3.503 3.035 -1.618
H -1.728 2.512 2.543
H -2.691 1.660 -2.414
H -0.973 3.959 1.902
H 4.152 2.092 -0.475
H -3.786 -0.933 -2.789

=====

(11)
10
Properties=species:S:1:pos:R:3 method="wB97M-V/def2-TZVPD" de_lowest_kj_mol=389.8 e_homo_ev="-7.611 / -8.481" total_charge=0 orbital_gap_ev="8.118 / 8.851"
O -0.027 -0.421 1.912
C 0.297 0.092 0.899
C -1.717 -0.931 -1.003
C 1.443 0.846 0.426
H -1.770 -0.237 -1.841
H 2.404 0.806 1.107
H 1.227 1.946 0.474
H 1.628 0.561 -0.649
H -2.100 -0.689 -0.061
H -1.385 -1.973 -1.263

=====

(12)
16
Properties=species:S:1:pos:R:3 method="wB97M-V/def2-TZVPD" de_lowest_kj_mol=118.6 e_homo_ev="-0.616 / -1.574" spin_multiplicity=2 total_charge=-1 s_squared=0.784 orbital_gap_ev="4.860 / 5.720"
C 0.837 1.833 -0.756
C -0.847 -1.989 1.544
C 0.397 0.517 -0.807
C 0.182 2.987 -1.266
C -0.302 -1.678 0.128
C 0.688 -0.560 0.046
H -1.331 -2.956 1.650
H -0.083 -1.799 2.310
H 1.701 2.077 -0.117
H -1.462 -1.129 1.776
H -0.326 0.273 -1.560
H -1.234 -1.489 -0.416
H 1.648 -0.694 0.534
H 0.830 3.769 -1.681
H -0.773 3.427 -1.012
H 0.073 -2.592 -0.374